This record from OMol25 describes C2H9NO as an isolated structure. The level of theory is wB97M-V/def2-TZVPD.

Calculated values
Largest force on an atom = 4.674 eV Å⁻¹
HOMO-LUMO gap = 10.572 eV

The geometry in XYZ format:
```
13
Properties=species:S:1:pos:R:3:forces:R:3:lowdin_charge:R:1
N -0.327 -2.349 0.888 0.3 -0.7 2.0 0.041
H -1.121 -2.797 1.343 0.3 0.5 -0.6 0.021
H -3.815 3.768 5.094 -1.2 -1.9 0.2 0.000
H -0.347 -2.255 -0.077 -0.5 -0.1 -1.9 -0.028
H -0.087 -1.461 1.273 -0.1 0.2 0.5 -0.031
C 1.166 1.216 -0.926 -1.6 -2.9 3.4 -0.099
O 0.473 0.031 -1.364 0.1 0.1 0.1 -0.069
C -0.104 0.645 -0.241 -0.3 2.1 0.2 -0.213
H 2.095 0.952 -0.417 -0.2 0.3 -0.2 0.109
H 0.971 2.209 -1.110 -0.2 1.9 -2.2 0.070
H -0.188 0.507 0.847 1.4 -1.7 -0.4 0.091
H -1.125 1.043 -0.405 0.8 0.4 -0.9 0.108
H -4.246 3.071 5.149 1.2 1.9 -0.2 0.000
```
Positions in Å, forces in eV/Å.